[1]
ORCA calculation (wB97M-V/def2-TZVPD) on an isolated molecule of C23H28N4O5S in a non-equilibrium geometry.

Computed properties:
Energy: -1886.641708 Eh
SMILES string: COc1ccc(NC(=O)CN(c2ccc(C)cc2)S(=O)(=O)c2c(C)nn(C)c2C)cc1OC
Total charge: 0
Maximum force: 1.15 eV/Å
HOMO: -0.2880 Eh

```
61
Properties=species:S:1:pos:R:3:forces:R:3
C 0.1563 4.3653 -5.0201 -0.154 0.070 -0.099
O 1.1648 3.7364 -4.2714 0.223 -0.181 0.274
C 0.8296 3.1823 -3.0708 0.150 0.020 -0.040
C -0.4525 3.1075 -2.5553 0.181 0.056 -0.258
C -0.6943 2.4934 -1.3331 0.150 -0.115 0.251
C 0.3578 1.9723 -0.5986 -0.013 0.268 -0.273
N 0.0813 1.3153 0.6068 -0.393 0.224 0.107
C 0.9539 0.8102 1.5115 -0.207 0.132 0.173
O 2.1399 1.0546 1.5642 0.193 0.059 0.109
C 0.2654 -0.1034 2.5261 0.521 0.131 0.074
N -0.8074 -0.8327 1.8811 0.261 -0.807 -0.429
C -1.9884 -1.0892 2.6225 -0.731 -0.078 0.318
C -1.9845 -1.3137 3.9929 0.155 0.019 -0.196
C -3.1725 -1.5595 4.6566 -0.100 0.014 -0.011
C -4.3806 -1.6038 3.9739 0.063 0.020 0.042
C -5.6621 -1.9029 4.6904 0.017 -0.060 -0.026
C -4.3705 -1.3909 2.6003 0.062 0.016 -0.008
C -3.1920 -1.1311 1.9289 -0.036 0.035 0.164
S -0.2174 -2.2468 1.1107 0.159 0.024 -0.600
O -1.3607 -2.9486 0.6065 -0.058 0.192 0.054
O 0.6561 -2.9373 2.0150 0.135 0.190 -0.008
C 0.7029 -1.6126 -0.2466 -0.328 -0.242 0.311
C 2.1015 -1.4744 -0.4041 -0.119 -0.018 -0.053
C 3.1650 -1.7562 0.5881 0.195 0.069 0.029
N 2.3624 -1.0186 -1.6153 0.866 -0.140 0.184
N 1.1909 -0.8661 -2.2405 -0.720 -0.378 0.813
C 1.1439 -0.4029 -3.5964 -0.078 0.127 -0.449
C 0.1537 -1.2138 -1.4581 -0.029 0.056 -0.134
C -1.2581 -1.1476 -1.8986 -0.055 0.005 -0.054
C 1.6563 2.0562 -1.0961 0.234 0.065 -0.063
C 1.9012 2.6301 -2.3295 -0.235 0.086 -0.144
O 3.1216 2.6859 -2.9149 -0.404 0.171 -0.128
C 4.1971 2.0479 -2.2588 0.241 -0.176 0.150
H -0.3117 5.1828 -4.4618 0.004 -0.036 -0.006
H 0.6535 4.7696 -5.9001 -0.082 -0.007 0.036
H -0.6158 3.6555 -5.3379 0.014 0.030 0.028
H -1.2868 3.5167 -3.1022 -0.044 0.055 -0.095
H -1.7047 2.4328 -0.9559 -0.121 0.008 0.067
H -0.8835 1.0393 0.7449 0.244 -0.070 -0.096
H -0.1402 0.5188 3.3292 -0.009 -0.097 -0.106
H 1.0181 -0.7795 2.9481 -0.026 0.256 0.035
H -1.0535 -1.3102 4.5393 0.111 -0.002 0.057
H -3.1555 -1.7328 5.7231 -0.010 0.000 0.103
H -5.5783 -1.6758 5.7502 -0.055 0.008 0.069
H -6.4844 -1.3288 4.2690 -0.085 0.021 0.026
H -5.9055 -2.9607 4.5882 -0.081 -0.051 0.041
H -5.2996 -1.4270 2.0499 -0.102 0.011 -0.059
H -3.1911 -0.9732 0.8621 0.010 0.036 -0.116
H 4.0764 -2.0562 0.0784 0.059 -0.066 -0.016
H 2.8330 -2.5349 1.2692 0.140 -0.033 0.018
H 3.3708 -0.8528 1.1631 0.031 -0.048 0.059
H 2.1515 -0.1128 -3.8839 -0.048 0.006 0.034
H 0.7934 -1.1954 -4.2611 0.028 0.028 0.008
H 0.4817 0.4593 -3.6794 0.025 -0.001 0.008
H -1.3718 -1.5970 -2.8840 -0.076 -0.024 -0.061
H -1.8701 -1.6943 -1.1865 -0.092 0.035 -0.119
H -1.5916 -0.1106 -1.9579 -0.039 0.065 -0.026
H 2.4590 1.6510 -0.5077 0.088 -0.033 -0.018
H 4.4335 2.5385 -1.3101 -0.016 -0.002 -0.016
H 5.0453 2.1425 -2.9348 -0.025 -0.017 0.076
H 3.9825 0.9897 -2.0764 0.009 0.076 -0.009
```
Forces are in eV/Å.

[2]
ORCA calculation (wB97M-V/def2-TZVPD) on C43H74GeMoP2S2Si7Te as an isolated structure in a non-equilibrium geometry.

Computed properties:
Energy: -7600.856190 Eh
Expectation value of S²: 1.02
Spin multiplicity: 2
Total charge: +3
Maximum force: 1.81 eV/Å
HOMO (spin up / spin down): -0.5480 / -0.5502 Eh

```
131
Properties=species:S:1:pos:R:3:forces:R:3
Mo -1.0556 -0.2740 -0.3832 -0.472 0.133 0.657
S -2.1165 1.9879 0.0161 0.234 -0.870 -0.747
P -2.3261 1.2936 1.9351 -0.315 1.558 0.490
C -1.3037 -0.0907 1.6835 -0.741 -0.459 -0.467
P -1.8108 -1.7127 2.0663 0.462 -1.591 0.736
S -2.1202 -2.4256 0.1723 0.135 0.939 -0.463
C -3.2158 -1.9926 3.1586 0.470 0.413 -0.329
C -4.4530 -2.4544 2.7348 0.167 -0.058 -0.043
C -5.4566 -2.6082 3.6753 0.030 -0.114 0.056
C -5.2140 -2.3040 5.0061 -0.010 -0.052 0.014
C -3.9776 -1.8262 5.4197 0.058 0.007 0.066
C -2.9719 -1.6655 4.4904 0.027 -0.056 -0.064
C -0.4564 -2.6926 2.7525 -0.276 0.375 -0.071
C -0.6604 -4.0682 2.7866 -0.098 0.123 -0.103
C 0.3302 -4.8896 3.2849 -0.057 -0.084 -0.011
C 1.5038 -4.3334 3.7712 0.083 0.067 0.011
C 1.6924 -2.9602 3.7635 0.035 0.007 0.088
C 0.7151 -2.1311 3.2422 -0.185 0.154 -0.090
C -4.0710 1.0226 2.3464 0.683 -0.196 -0.195
C -4.5445 1.3472 3.6136 0.129 0.039 0.032
C -5.8610 1.0687 3.9344 -0.047 0.047 0.041
C -6.6983 0.4795 3.0002 0.043 0.081 -0.009
C -6.2226 0.1566 1.7379 -0.017 0.082 -0.086
C -4.9068 0.4205 1.4128 0.019 0.035 -0.330
C -1.7089 2.5378 3.0896 0.039 -0.496 -0.220
C -1.9053 3.8847 2.8006 -0.041 -0.126 -0.156
C -1.5003 4.8404 3.7148 -0.047 0.047 -0.044
C -0.9164 4.4528 4.9117 0.008 -0.043 0.001
C -0.7161 3.1090 5.1924 0.038 -0.005 0.086
C -1.1065 2.1446 4.2803 -0.019 -0.078 -0.103
H -4.6247 -2.7021 1.6951 -0.026 0.033 -0.028
H -6.4253 -2.9713 3.3672 -0.079 -0.054 0.015
H -5.9934 -2.4503 5.7344 -0.165 0.000 0.122
H -3.7941 -1.5884 6.4570 -0.046 -0.018 0.074
H -1.9913 -1.3048 4.7769 0.035 -0.017 0.188
H -1.5938 -4.4697 2.4109 0.015 -0.202 0.042
H 0.1870 -5.9581 3.3049 -0.013 -0.115 0.007
H 2.2762 -4.9762 4.1603 0.093 -0.095 0.099
H 2.5908 -2.5302 4.1790 0.118 0.008 -0.002
H 0.8468 -1.0565 3.2237 0.070 0.093 0.023
H -3.8942 1.8175 4.3370 0.003 0.024 0.078
H -6.2330 1.3184 4.9160 -0.050 0.037 0.080
H -7.7257 0.2761 3.2573 -0.130 -0.029 0.022
H -6.8791 -0.3020 1.0149 -0.062 -0.039 -0.099
H -4.5242 0.1723 0.4273 -0.079 0.029 0.078
H -2.3639 4.1755 1.8631 -0.013 0.099 0.024
H -1.6420 5.8868 3.4926 -0.028 0.085 0.003
H -0.6152 5.2017 5.6285 0.037 0.050 0.047
H -0.2576 2.8148 6.1231 0.057 -0.030 0.099
H -0.9488 1.0931 4.4857 0.031 -0.051 0.093
C -5.0368 -0.3924 -2.3263 0.246 0.516 -0.232
Si -4.0970 0.8841 -3.3994 -0.067 -0.317 0.335
C -4.2259 0.4646 -5.2475 0.227 0.122 0.680
C -4.4359 2.7106 -3.0079 0.207 -0.673 -0.079
Ge -1.7383 0.5856 -2.5951 -0.205 0.016 -1.235
Si -0.3272 2.2118 -3.9084 0.662 -0.243 0.243
C -0.9278 2.3109 -5.7039 -0.001 -0.052 0.771
C -0.4859 3.8000 -2.8706 -0.126 -0.631 -0.380
C 1.4274 1.4389 -3.8378 -0.760 0.339 0.043
Si -1.1593 -2.1831 -3.1332 0.496 -0.317 -0.219
C 0.3969 -3.1051 -2.5031 -0.775 0.461 0.027
C -0.8186 -1.6005 -4.9252 -0.283 0.334 0.890
C -2.7348 -3.2517 -3.1030 0.514 0.663 0.263
H -5.9897 0.0077 -1.9919 -0.192 0.083 0.066
H -4.4589 -0.6850 -1.4463 -0.018 0.048 -0.075
H -5.2469 -1.2988 -2.8875 0.008 -0.086 -0.162
H -5.1069 0.9462 -5.6589 -0.236 0.163 -0.028
H -4.3382 -0.6009 -5.4209 0.016 -0.208 0.084
H -3.3741 0.8112 -5.8222 0.142 0.125 -0.080
H -5.4998 2.9195 -3.0460 -0.259 -0.013 -0.035
H -3.9513 3.3585 -3.7325 0.104 0.061 -0.177
H -4.0749 2.9880 -2.0206 -0.008 -0.025 0.139
H -1.8861 2.8106 -5.7908 -0.215 0.098 0.032
H -1.0111 1.3330 -6.1661 0.023 -0.226 -0.017
H -0.2165 2.8795 -6.2933 0.253 0.176 -0.033
H -1.4032 4.3290 -3.1120 -0.186 0.055 -0.055
H 0.3350 4.4859 -3.0521 0.234 0.063 -0.102
H -0.5104 3.5691 -1.8054 0.102 -0.024 0.055
H 1.3893 0.3679 -4.0170 -0.048 -0.152 -0.065
H 1.8894 1.5882 -2.8655 0.044 0.111 0.157
H 2.0845 1.8694 -4.5860 0.105 0.172 -0.179
H 1.2991 -2.5063 -2.6065 0.021 0.125 -0.035
H 0.5241 -3.9993 -3.1075 -0.073 -0.169 -0.222
H 0.2957 -3.4220 -1.4663 0.024 0.023 0.052
H 0.0346 -0.9334 -5.0039 0.126 0.034 0.028
H -1.6794 -1.0985 -5.3576 -0.181 0.074 -0.093
H -0.6115 -2.4710 -5.5403 0.002 -0.339 0.008
H -3.2404 -3.2689 -2.1418 -0.075 0.009 0.067
H -2.4555 -4.2762 -3.3349 0.199 -0.164 -0.061
H -3.4441 -2.9288 -3.8595 -0.049 0.155 -0.097
C 6.9083 -1.3260 -2.2405 -0.624 0.117 0.191
Si 5.0186 -1.2998 -2.4408 -0.187 0.122 -0.382
C 4.5550 -0.4893 -4.1058 0.207 -0.326 0.611
C 4.2431 -3.0319 -2.2089 0.235 0.647 -0.011
Si 4.2384 0.2291 -0.5832 0.854 -0.410 0.568
Te 1.4376 -0.2209 -0.3902 0.442 -0.023 0.001
Si 5.0192 -0.9338 1.6039 -0.466 0.320 -0.342
C 6.9036 -0.6965 1.6012 -0.668 -0.077 -0.092
C 4.4152 -2.7351 1.4922 0.332 0.715 -0.004
C 4.1973 -0.0171 3.0572 0.348 -0.360 -0.521
Si 4.5150 2.6894 -0.4119 -0.277 0.442 -0.077
C 3.5956 3.2263 1.1748 0.373 -0.336 -0.534
C 3.8265 3.6590 -1.9074 0.268 -0.533 0.518
C 6.3996 2.9059 -0.2967 -0.623 -0.307 -0.023
H 7.3771 -1.7508 -3.1245 -0.121 -0.094 -0.261
H 7.2346 -1.9278 -1.3988 -0.044 -0.104 0.187
H 7.3188 -0.3291 -2.1197 0.077 0.240 0.026
H 5.1910 -0.8779 -4.8983 0.141 -0.170 -0.042
H 4.7064 0.5849 -4.0877 0.029 0.221 0.085
H 3.5288 -0.6802 -4.4004 -0.229 -0.053 0.059
H 3.8279 -3.4095 -3.1381 -0.071 0.073 -0.247
H 3.4514 -3.0380 -1.4656 -0.131 0.004 0.134
H 4.9946 -3.7499 -1.8956 0.192 -0.047 0.121
H 7.3674 -1.0195 0.6761 0.036 -0.087 -0.179
H 7.3619 -1.2676 2.4053 -0.049 -0.138 0.175
H 7.1702 0.3445 1.7574 -0.043 0.177 0.042
H 4.8361 -3.2568 0.6412 0.139 -0.060 -0.215
H 3.3334 -2.7815 1.4142 -0.226 0.052 -0.022
H 4.7040 -3.2894 2.3800 0.098 -0.049 0.242
H 4.5662 0.9985 3.1453 0.114 0.176 -0.027
H 4.4132 -0.5173 3.9979 0.090 -0.150 0.141
H 3.1193 0.0331 2.9461 -0.261 -0.034 -0.077
H 2.6062 2.7800 1.2433 -0.166 -0.086 -0.049
H 3.4682 4.3045 1.2050 0.038 0.215 -0.151
H 4.1460 2.9510 2.0673 0.135 -0.110 0.147
H 2.7412 3.6840 -1.9209 -0.208 -0.056 0.063
H 4.1696 3.2567 -2.8545 0.085 -0.138 -0.175
H 4.1733 4.6890 -1.8593 0.100 0.134 0.144
H 6.8396 2.3522 0.5238 0.037 -0.161 0.222
H 6.6561 3.9495 -0.1445 -0.137 0.285 0.035
H 6.8972 2.5929 -1.2071 0.058 -0.103 -0.269
```
Forces are in eV/Å.

[3]
ORCA calculation (wB97M-V/def2-TZVPD) on a 3-piece molecular cluster, C22H25BrF5IO6 overall in a non-equilibrium geometry.

Computed properties:
Energy: -4675.616708 Eh
SMILES string: O=C(I)O[C@](Br)(CCCC(F)(F)C(F)(F)F)Cc1ccccc1.O=C1CCCO1.O=C1CCCO1
Total charge: 0
Maximum force: 5.14 eV/Å
HOMO: -0.3182 Eh

```
60
Properties=species:S:1:pos:R:3:forces:R:3
O 2.4633 2.2661 4.6303 -3.350 3.697 -1.254
C 1.6452 3.1749 4.4281 2.487 -2.250 0.384
I 0.4095 3.8289 6.1345 0.593 -0.096 -1.068
O 1.4290 3.8820 3.2179 -0.884 -1.859 2.057
C 0.7397 3.1026 2.2078 1.323 -0.980 -1.536
Br -0.4293 4.4393 1.2377 0.299 -0.688 0.882
C -0.0729 1.8379 2.7475 -0.768 0.210 -0.103
C -1.0527 1.1411 1.6829 -0.145 -0.872 0.319
C -0.3635 0.0776 0.6992 -0.805 0.018 -0.321
C 0.3684 -1.1477 1.4218 0.903 0.019 -2.319
F 1.7289 -0.8398 1.7917 -3.173 -0.766 -0.221
F 0.5014 -2.1854 0.4105 -0.276 1.860 2.254
C -0.4664 -1.8266 2.6110 -0.592 -1.797 1.742
F -0.4074 -1.1413 3.8393 -0.100 -1.307 -3.003
F 0.0392 -3.1426 2.8729 -1.339 3.279 -0.753
F -1.8478 -1.9628 2.2621 3.594 0.382 0.713
C 1.8832 2.6917 1.1032 0.920 0.250 -0.624
C 3.3597 3.1237 1.5326 3.376 0.116 1.047
C 4.2986 1.9785 2.0590 1.005 3.189 -0.106
C 5.7397 2.2487 2.5541 -2.611 2.610 -1.338
C 6.2785 3.7042 2.5253 -3.507 -1.435 -1.207
C 5.3693 4.8242 1.9642 -1.173 -2.311 0.145
C 3.9198 4.5826 1.4623 1.911 -3.807 1.491
H 0.6540 1.0110 3.1025 -0.993 1.702 -0.341
H -0.7536 2.1921 3.6138 1.291 -0.598 -1.248
H -1.8271 0.5461 2.3049 1.222 1.053 -0.962
H -1.6605 1.8577 1.0392 1.020 -0.744 0.964
H -1.2235 -0.3912 0.0804 1.427 0.493 1.084
H 0.3029 0.5948 -0.0898 -0.680 -1.122 1.537
H 1.6421 3.1693 0.0785 0.306 -0.699 1.778
H 1.9173 1.5620 0.9160 -0.160 1.621 0.585
H 3.8877 0.9073 2.0898 0.675 1.848 -0.030
H 6.3327 1.3461 2.9406 -0.832 1.758 -0.637
H 7.3324 3.8781 2.9217 -1.733 0.040 -0.738
H 5.7589 5.9013 1.9362 -0.575 -1.861 0.058
H 3.2298 5.3950 1.0661 1.277 -1.058 0.670
O -2.3779 -2.3074 -1.5383 0.351 -0.106 -0.460
C -1.9724 -3.4233 -1.7240 -0.467 0.443 0.317
C -2.0418 -4.5549 -0.7354 0.420 -0.305 0.160
C -1.0634 -5.5500 -1.3221 0.235 -0.483 0.386
C -1.1450 -5.2536 -2.8011 0.204 -0.477 -0.293
O -1.4164 -3.8498 -2.8898 -0.153 0.443 0.263
H -3.0609 -4.9487 -0.7154 -0.002 0.140 0.078
H -1.7351 -4.2276 0.2580 -0.336 0.141 -0.076
H -1.2936 -6.5883 -1.0779 0.036 0.073 -0.103
H -0.0552 -5.3329 -0.9553 -0.096 -0.039 -0.056
H -1.9588 -5.7976 -3.2900 0.025 0.059 0.014
H -0.2097 -5.4799 -3.3159 -0.154 0.222 -0.096
O -4.4024 2.0333 -4.6289 0.452 -0.516 -0.513
C -4.0032 0.9129 -4.8162 -0.664 0.841 0.282
C -4.0747 -0.2217 -3.8306 0.436 -0.298 0.128
C -3.1054 -1.2206 -4.4245 0.203 -0.468 0.292
C -3.1916 -0.9192 -5.9025 0.148 -0.386 -0.247
O -3.4542 0.4861 -5.9865 -0.092 0.359 0.210
H -5.0960 -0.6093 -3.8070 0.000 0.140 0.084
H -3.7617 0.1003 -2.8378 -0.329 0.076 -0.068
H -3.3413 -2.2574 -4.1818 0.095 0.095 -0.081
H -2.0949 -1.0111 -4.0613 -0.123 -0.110 -0.026
H -4.0111 -1.4567 -6.3897 0.020 0.054 0.000
H -2.2598 -1.1502 -6.4219 -0.146 0.209 -0.097
```
Forces are in eV/Å.

[4]
ORCA calculation (wB97M-V/def2-TZVPD) on C3H7N3 as an isolated structure in a non-equilibrium geometry.

Computed properties:
Energy: -282.576180 Eh
Total charge: 0
Maximum force: 2.60 eV/Å
HOMO: -0.2620 Eh

```
13
Properties=species:S:1:pos:R:3:forces:R:3
C 1.2161 0.3108 -0.9888 1.072 -1.858 -0.250
N 0.8379 -0.6167 0.5745 0.161 2.280 -1.237
N 0.0517 -1.6877 0.3630 -0.681 -0.724 -0.632
C 0.1468 0.5982 0.6799 -1.586 -0.141 1.801
N -2.1310 1.0776 -0.0706 -0.328 -0.046 0.090
C -1.2215 0.7260 0.7200 1.048 0.260 -0.379
H 0.3420 -2.5026 0.8820 0.135 0.198 -0.131
H -0.9572 -1.5581 0.2854 0.375 0.128 0.190
H -3.0555 1.1060 0.3667 0.089 -0.086 0.068
H 0.7483 1.3966 1.1020 0.016 0.023 -0.149
H 1.0391 -0.5300 -1.6522 0.012 -0.013 -0.010
H 2.2801 0.4901 -0.8785 -0.007 0.063 0.073
H 0.7032 1.1898 -1.3833 -0.307 -0.083 0.566
```
Forces are in eV/Å.

[5]
ORCA calculation (wB97M-V/def2-TZVPD) on C3H9N as an isolated structure in a non-equilibrium geometry.

Computed properties:
Energy: -174.298351 Eh
Total charge: 0
Maximum force: 3.83 eV/Å
HOMO: -0.3184 Eh

```
13
Properties=species:S:1:pos:R:3:forces:R:3
C 0.5862 -1.8207 0.0428 -2.883 0.187 -1.467
N 1.2037 -0.7997 0.7319 -1.099 3.272 0.348
H 0.3470 0.1834 0.5939 2.797 -2.547 0.602
H 1.9857 -0.4402 0.1886 -0.055 0.066 0.071
H 0.0960 -2.5475 0.6911 0.126 -0.128 -0.012
H 1.1618 -2.3124 -0.7447 -0.142 0.105 0.013
H -0.9400 -0.1625 -0.4245 0.381 2.719 1.413
C -0.8372 0.9453 0.2148 -1.675 -1.344 -1.643
C -0.6564 2.0867 -0.4528 0.384 -0.021 0.042
H -0.9009 3.0564 -0.0375 -0.093 -0.045 0.137
H -0.1706 2.1185 -1.4202 -0.043 -0.124 -0.072
H -1.4131 0.9533 1.1355 0.212 0.021 0.133
H -0.4623 -1.2607 -0.5190 2.091 -2.160 0.435
```
Forces are in eV/Å.

> Look up the maximum force of the fifth one.

3.83 eV/Å

> Number 3 is which compound?

C22H25BrF5IO6

> What is the formula in the fifth record?

C3H9N